# 1
The following is a quantum chemistry calculation of C34H56N3OP2Ti as an isolated structure in a non-equilibrium geometry, from the OMol25 dataset.

Last column: Löwdin charge in e.
Cartesian coordinates (Å):
C: 1.11089 -0.32169 -2.87362  -0.31
C: -0.13902 1.39931 -1.91773  -0.25
C: 1.31133 0.44935 -4.00577  0.01
C: 0.33895 2.33317 -2.87722  0.01
C: 1.03606 1.82117 -3.96135  0.00
H: 1.74028 -0.02894 -4.87811  0.13
H: 0.04599 3.38073 -2.79972  0.13
H: 1.31538 2.46028 -4.79158  0.13
N: 0.59760 0.23290 -1.75652  -0.01
P: 1.59259 -2.45878 -1.12538  1.10
P: -1.27990 2.78537 1.48292  1.46
C: 1.38954 -1.81877 -2.86901  -0.20
H: 0.56154 -2.38553 -3.33787  0.11
H: 2.27284 -2.02502 -3.49647  0.09
C: -0.36683 -1.10242 1.98886  -0.06
O: -0.85254 -0.95234 3.05584  0.17
C: -1.47746 1.43625 -1.46259  -0.07
H: -2.06522 2.28510 -1.80033  0.10
C: -2.97689 3.56939 1.54906  -0.71
C: -0.35353 3.09481 3.03457  -0.76
C: 0.49962 -3.92805 -0.77585  -0.69
C: 3.41510 -2.83220 -1.15002  -0.66
C: -3.86392 2.38571 1.98940  -0.05
H: -3.61556 2.02350 2.99572  0.09
H: -4.93520 2.64481 1.98765  0.13
H: -3.71350 1.55266 1.28639  0.06
C: -3.12481 4.84271 2.41990  -0.07
H: -2.89324 4.71755 3.47978  0.07
H: -2.50682 5.67114 2.03504  0.09
H: -4.17654 5.17384 2.36836  0.11
C: -3.35952 3.99340 0.11553  -0.09
H: -4.29971 4.56590 0.20435  0.12
H: -2.60056 4.65028 -0.33570  0.10
H: -3.51300 3.15436 -0.57112  0.04
C: -1.20409 2.88851 4.30116  -0.06
H: -1.38979 1.81157 4.42651  0.09
H: -0.62316 3.22817 5.17185  0.12
H: -2.16700 3.40811 4.30549  0.06
C: 0.84190 2.14639 3.19474  -0.11
H: 0.52328 1.10643 3.34388  0.05
H: 1.52884 2.19179 2.34499  0.06
H: 1.39459 2.45143 4.09890  0.12
C: 0.19759 4.50588 2.76470  -0.05
H: -0.57894 5.27768 2.66340  0.08
H: 0.88026 4.77207 3.58192  0.13
H: 0.76746 4.47905 1.82095  0.09
C: 3.85403 -3.41673 0.19909  -0.07
H: 4.93582 -3.60205 0.14036  0.11
H: 3.67896 -2.73780 1.04312  0.06
H: 3.37462 -4.37847 0.42472  0.08
C: 4.15685 -1.50659 -1.40150  -0.06
H: 3.84800 -1.04199 -2.34611  0.09
H: 4.01292 -0.78241 -0.59347  0.05
H: 5.23274 -1.72591 -1.47622  0.11
C: 3.82242 -3.80988 -2.27562  -0.06
H: 4.90585 -3.69207 -2.42727  0.11
H: 3.64163 -4.85434 -2.00037  0.08
H: 3.34094 -3.61395 -3.24072  0.08
C: -0.92168 -3.67632 -1.31852  -0.09
H: -0.92483 -3.51750 -2.40610  0.08
H: -1.51607 -4.58297 -1.11049  0.12
H: -1.42477 -2.82702 -0.82558  0.04
C: 0.41494 -4.12478 0.75597  -0.06
H: -0.08310 -3.29011 1.28013  0.04
H: -0.17813 -5.03125 0.94209  0.12
H: 1.39650 -4.26544 1.22779  0.08
C: 1.05564 -5.19889 -1.43408  -0.06
H: 1.22197 -5.06285 -2.51121  0.10
H: 1.97776 -5.54972 -0.95270  0.08
H: 0.30190 -5.99103 -1.31301  0.11
Ti: 0.32650 -0.77085 0.13088  0.83
N: -1.49953 -0.51550 -0.15319  0.00
C: -2.11221 0.31429 -0.96938  -0.34
C: -3.48850 -0.12615 -1.56054  -0.53
C: -4.32842 1.05441 -2.03249  -0.04
C: -3.11752 -0.91514 -2.82126  -0.02
C: -4.28500 -0.98141 -0.56535  -0.03
H: -4.75058 1.60908 -1.18859  0.08
H: -3.73421 1.71732 -2.66895  0.09
H: -5.14394 0.65254 -2.64465  0.11
H: -2.49700 -1.79698 -2.62030  0.07
H: -4.01889 -1.24778 -3.34044  0.11
H: -2.55185 -0.26728 -3.50155  0.10
H: -5.19889 -1.36667 -1.04653  0.11
H: -3.68645 -1.83349 -0.21970  0.08
H: -4.58521 -0.39352 0.31028  0.08
C: 4.60576 0.43912 2.47378  0.02
C: 3.81132 -0.62074 2.90806  0.00
C: 2.61341 -0.89639 2.25315  -0.14
N: 2.19571 -0.15669 1.19490  -0.07
C: 2.94918 0.89490 0.77864  -0.15
C: 4.16474 1.19357 1.38800  -0.02
H: 5.54488 0.67401 2.97894  0.14
H: 4.09424 -1.23724 3.75268  0.13
H: 1.96728 -1.70082 2.60196  0.11
H: 2.56545 1.49448 -0.05188  0.13
H: 4.74992 2.02602 1.00736  0.13

Properties
spin multiplicity	1
charge	+3
Kohn-Sham gap (spin up / spin down)	4.658 / 4.471	eV


# 2
The following is a quantum chemistry calculation of a 2-piece molecular cluster, C34H57Br2ClN3O4 overall in a non-equilibrium geometry, from the OMol25 dataset.

Last column: Löwdin charge in e.
Cartesian coordinates (Å):
C: 0.35490 2.32113 -0.14232  -0.09
C: 0.62507 0.77465 -0.71832  -0.23
O: 0.89671 -0.04821 0.46995  -0.19
C: 1.80537 -1.19337 0.12861  -0.23
C: 2.82398 -1.60304 1.34479  -0.22
C: 3.82659 -0.41853 1.85771  -0.60
Br: 2.88856 1.01001 2.97231  0.63
C: 4.75509 0.27589 0.70242  -0.66
C: 5.29556 -0.73386 -0.46860  -0.15
Br: 3.91592 1.95061 -0.10617  0.67
C: 1.94480 -2.21970 2.62849  -0.14
N: 1.14718 -3.35959 2.04644  0.05
C: 0.17453 -2.87454 1.00652  -0.09
N: -1.19529 -2.83647 1.09085  -0.02
C: -1.89557 -3.32488 2.37746  -0.14
C: -1.70343 -2.29075 3.64151  -0.17
C: -3.11982 -1.72662 4.27378  -0.21
C: -2.92725 -0.27799 5.08377  -0.19
C: -4.19618 0.75296 4.85379  -0.21
C: -3.74520 2.26850 4.37652  -0.21
C: -3.52776 2.41953 2.74763  -0.20
C: -4.22059 3.81151 2.14032  -0.16
C: -5.24298 3.52061 0.87762  -0.21
O: -4.84234 4.26626 -0.36097  -0.26
C: -3.95223 3.44714 -1.19844  -0.13
C: -2.15064 -2.34845 0.01041  -0.52
Cl: -3.50979 -1.22476 0.69387  0.60
C: -2.82793 -3.73882 -0.62756  -0.23
C: -3.53358 -3.50720 -2.08892  -0.11
N: 0.84126 -2.32879 -0.27645  -0.02
C: 1.55988 -3.42219 -1.03076  -0.15
C: 1.19898 -3.43886 -2.66386  -0.06
C: -0.13275 -4.24854 -3.27185  -0.03
C: -0.48152 -4.27736 -4.90728  -0.06
C: 0.45075 -3.46403 -6.02826  -0.05
C: 1.75849 -2.67313 -5.43410  -0.03
C: 2.12840 -2.67951 -3.80905  -0.14
C: 3.49615 -1.88377 -3.38034  -0.12
H: -0.68027 2.75747 -0.47076  0.07
H: 0.32962 2.27077 1.04647  0.08
H: 1.21289 3.06734 -0.41910  0.05
H: 1.53078 0.88113 -1.46214  0.10
H: -0.34475 0.49291 -1.30913  0.12
H: 2.45714 -0.98511 -0.82061  0.14
H: 3.46375 -2.53483 0.96098  0.14
H: 4.58246 -0.93063 2.62730  0.13
H: 5.72819 0.68531 1.26009  0.11
H: 6.47579 -0.57610 -0.55685  0.11
H: 4.85178 -0.35279 -1.48569  0.05
H: 5.14262 -1.87436 -0.25965  0.08
H: 1.15721 -1.36682 2.90495  0.10
H: 2.61219 -2.48964 3.55060  0.15
H: 0.75384 -4.00859 2.74906  0.12
H: -3.03472 -3.58129 2.20033  0.13
H: -1.39697 -4.35608 2.71428  0.14
H: -0.98583 -1.38347 3.41681  0.11
H: -1.17827 -2.89420 4.52710  0.13
H: -3.95991 -1.53106 3.48217  0.07
H: -3.57940 -2.47574 5.06827  0.12
H: -2.81871 -0.52792 6.24286  0.12
H: -1.95778 0.24694 4.67835  0.10
H: -4.98819 0.36641 4.07397  0.11
H: -4.78331 0.88531 5.87999  0.12
H: -2.81309 2.62525 4.99905  0.12
H: -4.64140 2.99786 4.65110  0.11
H: -2.35859 2.56875 2.57353  0.11
H: -3.91916 1.51101 2.12153  0.07
H: -3.37648 4.53468 1.70556  0.13
H: -4.76523 4.44206 2.98252  0.11
H: -6.31926 3.95522 1.14843  0.13
H: -5.39498 2.38555 0.63203  0.11
H: -3.09370 4.17625 -1.59356  0.11
H: -4.45392 2.97922 -2.14763  0.10
H: -3.42920 2.62439 -0.54917  0.08
H: -1.65222 -1.72664 -0.84334  0.12
H: -3.54809 -4.23736 0.18329  0.12
H: -1.91460 -4.50251 -0.71758  0.10
H: -4.67268 -3.84510 -1.98462  0.10
H: -2.99565 -4.16080 -2.93062  0.07
H: -3.47559 -2.34853 -2.31429  0.09
H: 2.71474 -3.48073 -0.85343  0.12
H: 1.11577 -4.45287 -0.62382  0.14
H: -0.86453 -4.86011 -2.59427  0.05
H: -1.40482 -4.87019 -5.35767  0.09
H: 0.22535 -3.43673 -7.17643  0.09
H: 2.48256 -2.07219 -6.16541  0.10
H: 3.74039 -2.18456 -2.27428  0.03
H: 3.39045 -0.72787 -3.53105  0.09
H: 4.38150 -2.32979 -4.04079  0.11
O: 1.38481 5.59769 -3.23075  0.10
C: 2.57343 5.64991 -2.96125  -0.46
O: 3.15012 5.01734 -1.89755  -0.01
C: 4.52695 5.38446 -1.82459  -0.18
C: 4.89025 5.84357 -3.21245  -0.17
C: 3.60007 6.44486 -3.70974  -0.08
H: 4.63721 6.18084 -1.08110  0.13
H: 5.12243 4.52201 -1.51120  0.10
H: 5.73259 6.54025 -3.22871  0.12
H: 5.15486 4.97813 -3.83214  0.12
H: 3.50849 7.49854 -3.43194  0.14
H: 3.48772 6.31728 -4.78886  0.13

Properties
spin multiplicity	1
charge	+1
Kohn-Sham gap	6.927	eV


Which formula does entry 2 have? C34H57Br2ClN3O4


The lowest charge belongs to which entry? C34H57Br2ClN3O4


The lowest charge belongs to which entry? C34H57Br2ClN3O4


Number 1 is which compound? C34H56N3OP2Ti